Record 1
Formula: C36H75N3O16P4
Source: the OMol25 dataset
Level of theory: ωB97M-V/def2-TZVPD

Last column: Löwdin spin population.
Geometry (Å):
1 C -1.856 4.169 0.037  0.057
2 C -1.027 4.103 -1.272  0.017
3 O 0.124 4.948 -1.241  0.010
4 P 1.242 4.700 -2.411  0.005
5 O 1.830 3.362 -2.437  0.008
6 O 2.391 5.890 -2.217  0.006
7 C 3.003 5.979 -0.951  0.007
8 C 4.426 6.421 -1.141  0.013
9 O 0.517 5.014 -3.829  0.003
10 C 0.614 6.385 -4.346  0.021
11 C -0.050 6.343 -5.729  0.034
12 H -2.788 3.607 -0.029  0.023
13 H -1.225 3.821 0.855  0.006
14 H -2.066 5.230 0.177  0.007
15 H -0.925 3.032 -1.446  0.002
16 H -1.476 4.437 -2.207  0.010
17 H 2.533 6.703 -0.286  0.004
18 H 2.984 5.060 -0.365  0.000
19 H 4.970 5.550 -1.506  0.002
20 H 4.596 7.211 -1.872  0.003
21 H 4.825 6.655 -0.155  0.002
22 H 0.001 7.018 -3.704  0.008
23 H 1.651 6.707 -4.434  0.004
24 H -0.352 7.332 -6.072  0.006
25 H 0.695 6.095 -6.485  0.005
26 H -0.988 5.795 -5.821  0.007
27 C 1.579 3.290 1.654  0.009
28 C 2.865 2.641 1.138  0.002
29 O 4.022 3.511 1.085  0.001
30 P 4.995 3.744 2.375  0.002
31 O 4.243 3.908 3.633  0.004
32 O 5.983 2.438 2.390  0.002
33 C 6.683 1.976 1.287  0.009
34 C 7.792 1.152 1.925  0.010
35 O 5.942 5.051 2.058  0.003
36 C 6.974 5.486 2.915  0.006
37 C 8.369 5.175 2.320  0.010
38 H 1.757 3.858 2.568  0.002
39 H 1.173 3.978 0.913  0.001
40 H 0.788 2.571 1.867  0.005
41 H 3.017 1.710 1.683  0.000
42 H 2.726 2.355 0.095  0.001
43 H 6.083 1.330 0.646  0.003
44 H 7.063 2.813 0.701  0.002
45 H 8.602 0.818 1.276  0.002
46 H 8.378 1.787 2.589  0.001
47 H 7.356 0.342 2.510  0.002
48 H 6.855 6.521 3.235  0.002
49 H 6.841 5.004 3.884  0.001
50 H 8.906 4.421 2.895  0.002
51 H 8.399 4.942 1.256  0.002
52 H 8.958 6.081 2.465  0.002
53 C -1.616 -4.292 1.883  0.017
54 C -2.028 -4.954 3.171  0.034
55 O -1.495 -6.226 3.218  0.006
56 P -0.124 -6.467 4.119  0.002
57 O 0.507 -7.823 3.952  0.001
58 O 0.833 -5.162 3.701  0.001
59 C 2.080 -4.897 4.432  0.005
60 C 3.145 -5.436 3.399  0.004
61 O -0.706 -5.984 5.534  0.010
62 C -1.234 -6.957 6.405  0.008
63 C -1.177 -6.444 7.916  0.017
64 H -1.843 -5.034 1.117  0.002
65 H -2.311 -3.484 1.652  0.019
66 H -0.581 -3.951 1.861  0.000
67 H -1.786 -4.307 4.014  0.011
68 H -3.089 -5.199 3.220  0.011
69 H 2.173 -3.812 4.468  0.001
70 H 1.934 -5.322 5.425  0.002
71 H 2.977 -4.921 2.453  0.001
72 H 4.174 -5.391 3.757  0.001
73 H 2.826 -6.448 3.149  0.000
74 H -2.267 -7.252 6.224  0.003
75 H -0.702 -7.908 6.428  0.001
76 H -1.630 -5.453 7.918  0.006
77 H -1.827 -6.982 8.605  0.002
78 H -0.160 -6.398 8.307  0.002
79 C -4.802 -0.326 -2.392  0.053
80 C -4.639 -1.834 -2.482  0.010
81 O -5.874 -2.385 -2.637  0.006
82 P -6.117 -3.936 -3.040  0.002
83 O -4.930 -4.620 -3.554  0.003
84 O -6.710 -4.511 -1.692  0.004
85 C -7.804 -3.913 -0.988  0.008
86 C -7.236 -3.350 0.289  0.043
87 O -7.397 -4.010 -4.055  0.001
88 C -7.328 -3.492 -5.398  0.009
89 C -8.750 -3.258 -5.974  0.009
90 H -3.798 0.048 -2.191  0.006
91 H -5.183 0.070 -3.333  0.009
92 H -5.446 -0.027 -1.565  0.019
93 H -3.986 -2.100 -3.313  0.002
94 H -4.153 -2.187 -1.573  0.005
95 H -8.320 -3.105 -1.507  0.003
96 H -8.506 -4.745 -0.941  0.001
97 H -6.713 -4.041 0.950  0.010
98 H -6.516 -2.593 -0.020  0.010
99 H -8.095 -2.924 0.808  0.006
100 H -6.686 -2.619 -5.516  0.005
101 H -6.909 -4.253 -6.057  0.001
102 H -9.177 -2.358 -5.531  0.002
103 H -8.787 -3.113 -7.053  0.002
104 H -9.382 -4.108 -5.714  0.000
105 N -0.136 0.275 -2.411  0.001
106 C 0.490 0.481 -1.251  0.007
107 C 0.212 -0.417 -0.309  0.009
108 C -0.761 -1.253 -0.855  0.014
109 C -0.900 -0.818 -2.189  0.005
110 H 0.059 0.685 -3.313  0.000
111 H 1.108 1.358 -1.127  0.000
112 H 0.714 -0.440 0.647  0.000
113 H -1.308 -2.013 -0.316  0.002
114 H -1.501 -1.209 -2.996  0.000
115 N 0.540 -0.635 4.433  0.012
116 C 1.830 -0.240 4.608  0.022
117 C 2.534 -0.776 3.524  0.004
118 C 1.633 -1.490 2.798  0.003
119 C 0.428 -1.461 3.330  0.034
120 H -0.177 -0.476 5.127  0.034
121 H 2.063 0.426 5.427  0.005
122 H 3.586 -0.664 3.307  0.002
123 H 1.901 -1.983 1.875  0.001
124 H -0.508 -1.947 3.099  0.012
125 N 0.633 0.616 -6.010  0.004
126 C -0.116 -0.407 -6.568  0.014
127 C -1.367 -0.315 -5.981  0.009
128 C -1.431 0.825 -5.140  0.013
129 C -0.107 1.359 -5.151  0.007
130 H 1.562 0.874 -6.310  0.009
131 H 0.380 -1.086 -7.245  0.003
132 H -2.186 -0.988 -6.189  0.005
133 H -2.229 1.198 -4.515  0.009
134 H 0.225 2.242 -4.624  0.001

* expectation value of S²: 0.75
* total charge: -1
* orbital gap (spin up / spin down): 1.251 / 7.617 eV
* 2S+1: 2

---

Record 2
Formula: C52H66AsN3P3SSiZr
Source: the OMol25 dataset
Level of theory: ωB97M-V/def2-TZVPD

Last column: Löwdin charge in e.
Geometry (Å):
1 Zr 0.052 0.310 0.231  1.040
2 C -1.326 4.007 4.490  -0.190
3 Si -2.980 3.615 3.782  0.472
4 C -4.068 2.919 5.089  -0.164
5 C -3.723 5.068 2.942  -0.159
6 C -2.941 2.234 2.437  -0.206
7 C -4.188 1.707 2.074  -0.014
8 C -4.346 0.707 1.111  -0.014
9 C -3.230 0.203 0.528  -0.158
10 N -1.999 0.684 0.842  -0.183
11 C -1.858 1.698 1.746  -0.689
12 S -0.189 2.254 1.863  0.655
13 H -1.488 4.729 5.306  0.060
14 H -0.640 4.468 3.772  0.023
15 H -0.848 3.120 4.931  0.034
16 H -4.138 3.629 5.926  0.059
17 H -3.661 1.978 5.482  0.049
18 H -5.094 2.734 4.736  0.043
19 H -3.889 5.877 3.671  0.059
20 H -4.696 4.824 2.492  0.047
21 H -3.061 5.457 2.155  0.040
22 H -5.086 2.096 2.558  0.122
23 H -5.323 0.319 0.841  0.137
24 H -3.282 -0.593 -0.188  0.103
25 C 0.345 4.222 -0.676  -0.246
26 P -0.104 2.619 -1.369  0.948
27 C 1.019 2.468 -2.815  -0.422
28 N 1.273 3.560 -3.502  0.149
29 C 1.952 3.435 -4.669  -0.182
30 C 2.236 4.586 -5.447  0.007
31 C 2.879 4.439 -6.635  -0.022
32 C 3.270 3.150 -7.106  -0.023
33 C 3.017 2.030 -6.378  0.005
34 C 2.351 2.154 -5.133  -0.186
35 N 2.136 1.054 -4.371  0.151
36 C 1.511 1.213 -3.228  -0.411
37 P 1.518 -0.228 -2.087  0.966
38 C 1.606 -1.660 -3.174  -0.201
39 C 3.184 -0.054 -1.279  -0.700
40 C 4.342 0.114 -2.253  -0.054
41 C 3.396 -1.334 -0.469  -0.102
42 C 3.104 1.188 -0.380  -0.092
43 C -1.776 2.853 -2.194  -0.676
44 C -1.695 3.794 -3.397  -0.071
45 C -2.752 3.446 -1.166  -0.066
46 C -2.248 1.478 -2.666  -0.093
47 H 0.466 4.912 -1.505  0.054
48 H 1.281 4.149 -0.127  0.049
49 H -0.429 4.562 0.005  0.036
50 H 1.923 5.558 -5.078  0.128
51 H 3.095 5.312 -7.241  0.126
52 H 3.783 3.069 -8.058  0.126
53 H 3.315 1.043 -6.719  0.127
54 H 2.388 -1.455 -3.894  0.058
55 H 0.655 -1.782 -3.689  0.038
56 H 1.811 -2.564 -2.605  0.050
57 H 4.441 -0.746 -2.919  0.096
58 H 5.269 0.183 -1.667  0.110
59 H 4.264 1.015 -2.861  0.084
60 H 3.528 -2.196 -1.128  0.093
61 H 2.578 -1.558 0.214  0.019
62 H 4.298 -1.249 0.139  0.093
63 H 2.969 2.102 -0.952  0.083
64 H 4.013 1.293 0.215  0.109
65 H 2.296 1.149 0.374  -0.009
66 H -1.155 4.718 -3.183  0.085
67 H -2.722 4.065 -3.670  0.108
68 H -1.232 3.321 -4.263  0.085
69 H -2.542 4.507 -0.986  0.096
70 H -2.743 2.935 -0.204  0.047
71 H -3.770 3.379 -1.567  0.109
72 H -1.541 1.011 -3.355  0.080
73 H -3.204 1.568 -3.192  0.114
74 H -2.416 0.813 -1.826  0.023
75 C -1.289 -3.684 -4.205  -0.043
76 C -1.743 -2.454 -3.744  -0.068
77 C -1.521 -2.100 -2.422  -0.166
78 C -0.855 -2.961 -1.551  -0.420
79 C -0.418 -4.198 -2.005  -0.090
80 C -0.631 -4.551 -3.337  -0.035
81 As -0.767 -2.400 0.304  1.284
82 C -2.534 -2.827 0.951  -0.412
83 C -3.001 -2.233 2.121  -0.153
84 C -4.230 -2.611 2.646  -0.052
85 C -4.992 -3.574 1.994  -0.038
86 C -4.523 -4.157 0.821  -0.035
87 C -3.291 -3.787 0.292  -0.072
88 C 0.296 -3.770 1.148  -0.394
89 C 1.573 -4.047 0.666  -0.136
90 C 2.305 -5.092 1.212  -0.060
91 C 1.764 -5.846 2.249  -0.061
92 C 0.497 -5.554 2.739  -0.039
93 C -0.245 -4.512 2.189  -0.098
94 H -1.462 -3.975 -5.236  0.126
95 H -2.277 -1.782 -4.410  0.122
96 H -1.899 -1.157 -2.071  0.052
97 H 0.066 -4.898 -1.342  0.108
98 H -0.290 -5.517 -3.692  0.125
99 H -2.426 -1.479 2.630  0.078
100 H -4.587 -2.160 3.567  0.121
101 H -5.954 -3.871 2.400  0.124
102 H -5.117 -4.910 0.310  0.124
103 H -2.938 -4.261 -0.609  0.107
104 H 1.990 -3.480 -0.154  0.074
105 H 3.293 -5.322 0.826  0.129
106 H 2.331 -6.669 2.672  0.127
107 H 0.072 -6.147 3.541  0.126
108 H -1.239 -4.314 2.558  0.103
109 C 2.075 1.045 3.609  -0.265
110 P 1.458 -0.379 2.643  0.820
111 C 0.128 -1.013 3.701  -0.234
112 C 2.823 -1.546 2.871  -0.389
113 C 2.611 -2.845 3.318  -0.096
114 C 3.699 -3.669 3.593  -0.057
115 C 4.993 -3.206 3.408  -0.033
116 C 5.211 -1.907 2.950  -0.047
117 C 4.130 -1.081 2.684  -0.126
118 H 2.733 1.690 3.019  0.054
119 H 2.641 0.632 4.438  0.073
120 H 1.251 1.642 3.982  0.003
121 H 0.558 -1.287 4.662  0.080
122 H -0.350 -1.884 3.280  0.004
123 H -0.608 -0.227 3.851  0.045
124 H 1.604 -3.228 3.470  0.090
125 H 3.527 -4.675 3.965  0.116
126 H 5.837 -3.849 3.633  0.123
127 H 6.223 -1.536 2.821  0.122
128 H 4.315 -0.062 2.361  0.101

* energy above the lowest of the compared OMol25 structures with the same formula, charge and spin: 45.5 kJ/mol
* total charge: +3
* orbital gap: 6.451 eV

---

DFT total energy across the listed records, respectively: -4150.4900, -6179.2182 hartree.